(1)
This record from OMol25 describes a cluster of 2 separate species, C5H11N3Si in total at a distorted geometry. The level of theory is ωB97M-V with the def2-TZVPD basis set.

Properties
**Orbital gap**: 8.90 eV
**LUMO energy**: 0.560 eV
**Multiplicity**: 1
**HOMO**: -8.34 eV

Geometry as XYZ:
```
20
Properties=species:S:1:pos:R:3:forces:R:3:nbo_charge:R:1
C 3.5966 0.0705 -0.1667 3.498 3.352 -2.845 -0.112
C 2.8647 1.2797 -0.0022 0.535 -0.487 0.241 -0.121
C -2.0471 -0.7527 -1.5552 1.900 -0.655 -1.211 -1.143
C -1.1071 1.5414 0.2672 -0.698 -2.096 -0.967 -1.295
C -1.9923 -1.3632 1.5232 -0.269 -0.245 -0.541 -1.163
N 2.7997 -0.9502 -0.1134 -0.195 -1.956 0.417 -0.262
N 1.6497 0.7707 0.3109 1.109 0.701 -0.170 -0.340
N 1.6420 -0.5338 0.2187 -2.376 -0.770 0.667 -0.102
Si -1.7072 -0.0950 0.2359 0.455 0.923 -2.078 1.624
H 4.6237 -0.0568 -0.6852 -1.765 0.394 1.457 0.213
H 3.0714 2.3811 -0.1374 -0.183 -1.737 0.443 0.238
H -2.0222 -1.8711 -1.7742 -0.362 1.247 0.906 0.247
H -2.9648 -0.3349 -1.9821 0.065 -0.080 0.222 0.247
H -1.2027 -0.4362 -2.2877 -1.231 0.022 1.370 0.258
H -0.7400 1.9435 -0.6613 -0.305 -0.240 -0.817 0.237
H -1.0588 2.3293 0.9326 -0.107 1.027 2.067 0.233
H 0.7654 1.1761 0.6138 -0.222 0.325 -0.277 0.453
H -1.1120 -1.5513 2.0832 0.764 0.223 0.951 0.269
H -2.8663 -1.2338 2.1096 -0.588 0.582 1.014 0.259
H -2.1927 -2.3133 1.0705 -0.024 -0.529 -0.849 0.259
```
Forces are in eV/Å.



(2)
This record from OMol25 describes the ion C5H11N4 with charge +1 at a distorted geometry. The level of theory is ωB97M-V with the def2-TZVPD basis set.

Properties
**Charge**: +1
**Orbital gap (alpha / beta)**: 7.79 / 7.79 eV
**LUMO energy (alpha / beta)**: -4.690 / -4.691 eV
**Multiplicity**: 1
**HOMO (alpha / beta)**: -12.48 / -12.48 eV

Geometry as XYZ:
```
20
Properties=species:S:1:pos:R:3:forces:R:3:nbo_charge:R:1
C 0.4658 1.6510 1.5155 -0.159 -1.192 -2.564 -0.013
C 0.5725 2.2087 0.2006 -0.670 -4.647 0.663 0.017
C -0.4927 -0.2825 0.6249 -0.902 1.304 -0.769 0.472
C 0.1638 1.5600 -2.0609 -0.729 1.370 -1.098 -0.441
C 0.5930 -2.3682 0.5128 -0.269 -2.885 3.944 -0.434
N 0.0030 0.3871 1.6591 0.681 2.302 -0.494 -0.467
N 0.3096 1.2619 -0.7094 0.812 0.701 4.206 -0.350
N -1.6480 -2.0175 -0.3594 -0.598 0.406 2.736 -0.596
N -0.5304 -1.5359 0.3798 -0.813 0.905 -1.496 -0.217
H 0.5434 2.2372 2.3357 0.369 1.397 2.622 0.220
H 0.8879 3.2226 0.1341 -0.182 0.802 -0.835 0.234
H 0.2404 2.7208 -2.1503 -0.653 -2.056 -0.703 0.205
H 1.0084 1.0835 -2.5705 -0.341 0.088 -0.378 0.232
H -0.8154 1.0451 -2.3272 1.193 1.211 -0.489 0.239
H 1.4302 -1.9734 0.1224 2.870 2.006 -1.339 0.218
H 0.8111 -2.5687 1.6391 -0.442 0.103 -1.915 0.225
H 0.5142 -3.3016 -0.0014 -0.752 -0.691 -0.063 0.249
H -0.2594 0.1552 2.6054 -0.026 -0.645 0.204 0.458
H -2.3394 -1.2816 -0.2547 -0.191 -0.292 -0.289 0.379
H -1.4581 -2.2038 -1.2956 0.800 -0.186 -1.945 0.370
```
Forces are in eV/Å.



(3)
This record from OMol25 describes the ion C5H11N4O with charge +1 at a distorted geometry. The level of theory is ωB97M-V with the def2-TZVPD basis set.

Properties
**Charge**: +1
**Orbital gap**: 8.91 eV
**LUMO energy**: -3.740 eV
**Multiplicity**: 1
**HOMO**: -12.65 eV

Geometry as XYZ:
```
21
Properties=species:S:1:pos:R:3:forces:R:3:nbo_charge:R:1
C 0.4691 1.0266 -0.2674 -0.301 -0.734 1.420 0.399
C -0.9255 0.8699 0.2358 0.103 -1.205 2.769 -0.438
C -1.9723 1.3444 -0.3858 2.643 1.186 -2.515 0.235
C -0.4085 -1.6378 -0.6456 0.212 0.054 -0.883 0.302
C 2.7687 -0.1803 -0.0258 -0.133 3.308 2.210 -0.443
N 0.8961 2.0637 -0.8189 1.486 0.831 -0.344 -0.624
N 1.2851 -0.0051 0.2848 1.151 -2.140 -0.735 -0.267
N -1.4884 -1.9890 -0.0447 0.073 -0.610 2.030 -0.721
N 0.5682 -1.3183 0.4451 -0.878 1.114 1.766 -0.477
O -3.1587 1.4148 0.0958 -2.516 -0.068 1.023 -0.641
H -1.1630 0.4276 1.2893 0.946 0.903 -1.680 0.193
H -1.6543 1.7061 -1.3701 -1.119 0.429 -0.121 0.198
H 3.0067 -1.2209 0.0615 0.347 -0.387 -0.337 0.213
H 3.1889 0.3670 -0.9462 -1.131 -1.244 1.132 0.250
H 3.1957 0.3855 0.9254 -0.147 -1.325 -2.144 0.239
H 1.9423 2.1995 -0.9381 -1.755 -0.700 -0.048 0.372
H -2.3520 -2.1008 -0.5278 -0.452 -0.413 -0.642 0.440
H -1.5721 -2.0960 1.0101 -0.175 0.237 -1.425 0.373
H -0.0692 -1.1618 1.2973 1.660 -0.163 -0.735 0.413
H 1.1914 -2.1311 0.6755 -0.185 1.099 -0.530 0.465
H -3.7481 2.0360 -0.3501 0.174 -0.172 -0.211 0.517
```
Forces are in eV/Å.



We obtain relative energy (zero: lowest compared OMol25 entry of this formula, charge and spin) values of 97.8, 126.6, 157.3 kcal/mol for the records listed above, in that order.